C14H24BrN5O6Ru as an isolated structure in a non-equilibrium geometry. Source: the Open Molecules 2025 dataset; level of theory: the ωB97M-V functional and the def2-TZVPD basis.

Calculated values
2S+1: 6
Charge: +1
E_tot: -107252.2746 eV

```
51
Properties=species:S:1:pos:R:3:forces:R:3:mulliken_charge:R:1
O -1.070834 -0.821312 -3.726630 0.759 -0.352 -1.845 -0.448
H -0.835954 -0.911673 -4.659504 0.303 -0.138 0.154 0.291
Ru 0.350911 0.162384 -0.117921 -0.954 0.411 0.680 0.098
N 1.560342 -1.247639 -0.838315 0.977 0.140 0.143 0.645
N -0.825343 -1.572863 -0.130016 -0.360 0.312 0.199 1.227
N 0.708458 2.175779 -0.126871 1.951 -0.283 -1.418 0.274
N -1.338295 1.128758 0.638338 -1.092 -2.837 0.177 0.710
O 2.794309 -1.006933 -1.013269 -0.344 0.663 0.172 -0.664
O 1.664395 2.755070 -0.983320 -0.520 -0.579 0.156 -0.462
O -2.528970 0.552533 0.927735 1.281 0.732 -0.318 -0.553
O -2.032039 -1.769173 0.352318 0.444 1.177 0.306 -0.808
C -0.269002 -2.689031 -0.674601 3.089 -0.699 -1.320 0.505
C 1.038922 -2.489743 -1.161061 -3.025 -2.066 0.531 -0.146
C -0.100676 3.062916 0.474420 -2.120 -0.027 0.646 0.183
C -1.268020 2.439315 0.982109 1.684 3.005 -0.293 0.267
C 1.815813 -3.492928 -1.962230 0.120 -0.080 -0.085 -1.456
H 1.517709 -3.477080 -3.026419 0.117 0.129 0.369 0.250
H 1.626245 -4.518601 -1.608041 0.121 0.457 -0.028 0.404
H 2.890160 -3.281784 -1.910069 -0.291 -0.082 0.019 0.382
C -1.051866 -3.960504 -0.675177 -0.068 -0.455 -0.277 -1.479
H -2.017126 -3.838631 -1.188908 0.265 0.025 0.189 0.278
H -1.276342 -4.294170 0.351634 0.089 0.241 -0.348 0.310
H -0.503533 -4.767000 -1.180786 -0.119 0.332 0.172 0.424
C 0.165567 4.531091 0.394281 -0.080 0.286 0.336 -1.483
C -2.333803 3.125890 1.767410 0.065 0.058 0.151 -1.642
H 0.693854 4.789332 -0.536264 -0.230 -0.165 0.443 0.411
H 0.782371 4.855389 1.247592 -0.129 0.006 -0.304 0.296
H -0.783599 5.079474 0.427473 0.274 -0.089 0.050 0.386
H -2.994276 2.386741 2.230398 0.136 0.276 -0.126 0.437
H -2.935957 3.789600 1.126577 0.148 -0.197 0.176 0.348
H -1.863257 3.738843 2.550043 -0.214 -0.110 -0.249 0.397
H 1.758620 2.128353 -1.738810 0.054 0.191 0.749 0.411
H -2.370540 -0.484238 0.689850 -0.285 -0.522 -0.003 0.423
C -2.434158 -0.541149 -3.627466 -1.606 0.740 2.428 -0.373
H -3.046924 -1.453129 -3.652200 0.177 0.342 -0.213 0.274
H -2.876863 0.280974 -4.215776 0.668 -0.540 -0.465 0.302
H -2.458859 -0.136829 -2.590858 -0.754 -0.419 -0.362 -0.022
O 0.156240 0.558603 -2.087232 -1.023 0.861 -1.651 -0.606
H -0.300983 -0.036026 -2.759335 0.400 -0.539 -0.107 0.305
H -0.358768 1.367919 -2.201616 0.067 0.287 0.074 0.368
Br 0.266793 -1.785324 5.235273 0.063 -0.004 0.126 -0.141
C 1.173771 -0.826425 3.901647 -0.035 -0.041 -0.009 -0.484
C 2.444888 -0.292931 4.115378 -0.220 0.201 -0.851 0.009
C 3.051350 0.416848 3.072484 -0.205 -0.083 0.031 -0.970
C 2.391694 0.560651 1.865638 -0.443 -0.379 0.374 0.009
N 1.182163 0.001473 1.705296 -0.763 -0.311 0.247 0.329
C 0.539232 -0.673646 2.677492 1.088 0.481 -0.004 -0.142
H 2.934650 -0.434694 5.060072 0.141 0.008 0.226 0.490
H 4.024481 0.873431 3.141101 0.157 -0.067 0.371 0.424
H 2.792048 1.113970 1.008628 -0.057 -0.353 0.461 0.441
H -0.448982 -1.071856 2.449509 0.300 0.057 0.121 0.566
```
Positions in Å, forces in eV/Å.



An isolated ion of composition C11H19IN and charge +1 in a non-equilibrium geometry. Source: the Open Molecules 2025 dataset; level of theory: the ωB97M-V functional and the def2-TZVPD basis.

Calculated values
2S+1: 1
Charge: +1
Energy relative to the best compared isomer or geometry (same formula, charge and spin): 322.15 kJ/mol
SMILES: C=CC[C@@]1(C(=C)C)[N@@H+](C)[C@@]1(I)CC

```
32
Properties=species:S:1:pos:R:3:forces:R:3:mulliken_charge:R:1
C 0.467048 2.114754 2.284394 -1.180 0.043 -0.554 -1.102
C -0.442227 1.402868 1.639217 0.036 -1.781 0.479 -0.023
C -0.641223 1.462563 0.130013 -0.471 0.500 0.373 -0.397
C -0.520774 0.069504 -0.388503 0.837 -2.897 -0.861 1.139
C -1.854776 -0.754551 -0.465136 -0.152 1.515 1.031 0.383
C -2.444594 -1.392116 0.569745 1.580 1.625 -2.145 -1.277
C -2.609087 -0.407146 -1.749387 1.193 0.461 2.407 -1.235
N 0.227506 -0.203350 -1.748288 1.364 -0.608 2.266 -0.033
C 1.166416 0.615802 -2.538190 -0.766 4.254 2.703 -0.850
C 0.728768 -0.738724 -0.094617 -1.713 -0.913 -1.849 -0.834
I 0.380018 -2.916383 -0.410788 0.815 0.708 0.440 0.203
C 2.023256 -0.423253 0.617421 0.609 0.952 0.106 -0.013
C 2.282589 -1.386546 1.785769 -1.004 2.118 3.731 -1.316
H 0.547906 2.187626 3.320386 0.092 -0.719 1.724 0.317
H 1.074137 2.833882 1.831476 0.698 1.119 -1.175 0.358
H -0.905663 0.501860 2.191299 0.152 1.841 -0.886 0.189
H -1.667346 1.778636 -0.117211 0.287 0.153 0.235 0.306
H 0.028084 2.194139 -0.347183 0.041 -0.364 0.231 0.485
H -3.418793 -1.765151 0.427613 -0.995 -0.515 0.035 0.368
H -1.958953 -1.513241 1.491742 0.502 -0.327 1.135 0.258
H -2.493728 0.718501 -1.790194 -0.498 -1.341 -0.932 0.306
H -2.190224 -1.025613 -2.529142 -0.321 0.409 -0.812 0.316
H -3.575941 -0.722878 -1.427376 -1.120 0.142 -0.941 0.433
H -0.152922 -1.034889 -2.188945 0.251 0.136 -0.032 0.357
H 2.173083 0.800694 -2.020349 -1.406 -0.768 -0.836 0.251
H 1.254153 0.414119 -3.576942 -0.035 -1.004 -0.608 0.395
H 0.641648 1.664747 -2.497184 1.259 -1.543 -0.364 0.273
H 2.843002 -0.534952 -0.064272 0.462 -0.194 -0.795 0.409
H 2.196220 0.633341 1.053421 -1.158 -1.524 -1.031 0.231
H 1.325975 -1.398040 2.436808 1.265 -0.089 -0.961 0.333
H 2.982324 -0.725160 2.512615 -1.034 -2.211 -1.679 0.325
H 2.534115 -2.451042 1.661787 0.412 0.820 -0.435 0.444
```
Positions in Å, forces in eV/Å.